This record from OMol25 describes a single C2H4N4O molecule. The level of theory is wB97M-V/def2-TZVPD.

Structure (XYZ):
```
11
Properties=species:S:1:pos:R:3:forces:R:3
N -2.230 -0.260 -0.195 -0.01 -0.11 -0.06
C -0.859 -0.126 -0.194 -0.09 0.05 -0.16
N -0.190 0.387 -1.208 -0.21 -0.20 0.22
N 1.075 0.431 -0.696 0.22 -0.11 0.04
C 1.078 -0.071 0.548 -0.16 0.19 -0.21
O 2.202 -0.095 1.293 -0.04 0.06 0.02
N -0.122 -0.440 0.914 0.17 0.19 -0.10
H -2.640 -0.253 -1.118 0.02 -0.04 0.09
H -2.560 -1.007 0.397 0.00 0.08 -0.06
H 1.868 0.615 -1.289 -0.10 0.07 0.08
H 2.378 0.820 1.548 0.18 -0.18 0.15
```
Positions in Å, forces in eV/Å.

Properties
SMILES = Nc1n[nH]c(O)n1
energy = -372.88391 Ha
E_HOMO = -0.3179 Eh
total charge = 0
ΔE to the lowest compared entry with this formula, charge and spin = 43.10 kJ/mol
LUMO energy = 0.55 eV
gap between HOMO and LUMO = 9.201 eV

Results of the natural (NBO) charge analysis, in e, for atoms 1 through 5: atom 1 (N): -0.807, atom 2 (C): 0.462, atom 3 (N): -0.360, atom 4 (N): -0.400, atom 5 (C): 0.618

This record from OMol25 describes a molecular structure, C2H4N4O2. The level of theory is wB97M-V/def2-TZVPD.

Structure (XYZ):
```
12
Properties=species:S:1:pos:R:3:forces:R:3
C 1.253 -0.152 0.015 0.14 -3.02 -0.60
C -0.714 0.790 -0.049 1.97 -3.44 -0.41
H -2.250 -1.097 1.052 0.55 -0.24 -1.08
H -2.468 -1.401 -0.604 -0.16 -0.12 0.43
H 2.892 0.783 -0.531 -1.10 -4.34 3.51
H -1.424 2.528 0.207 0.39 0.98 0.06
N -1.795 -1.392 0.158 -2.09 -0.43 0.71
N -0.771 -0.611 -0.194 1.60 1.34 -0.44
N 0.533 -1.198 -0.179 -0.48 1.45 0.90
N -1.636 1.582 0.012 -2.33 0.66 0.17
O 2.548 -0.179 0.208 2.42 4.78 -3.67
O 0.664 1.015 -0.022 -0.91 2.37 0.42
```
Positions in Å, forces in eV/Å.

Properties
energy = -448.00684 Ha
E_HOMO = -0.3151 Eh
total charge = 0
ΔE to the lowest compared entry with this formula, charge and spin = 250.93 kJ/mol
LUMO energy = -0.24 eV
gap between HOMO and LUMO = 8.331 eV

Results of the natural (NBO) charge analysis, in e, for atoms 1 through 5: atom 1 (C): 0.706, atom 2 (C): 0.649, atom 3 (H): 0.357, atom 4 (H): 0.362, atom 5 (H): 0.482

This record from OMol25 describes a single C2H4N4O2 molecule. The level of theory is wB97M-V/def2-TZVPD.

Structure (XYZ):
```
12
Properties=species:S:1:pos:R:3:forces:R:3
C -0.201 -0.261 -0.009 2.82 -0.52 -1.20
C 2.388 0.173 0.067 -0.96 -0.59 -0.65
H -2.445 0.354 1.185 -0.38 -0.01 -1.30
H -2.058 1.166 -0.167 -0.20 0.83 -0.19
H -1.682 -1.167 -1.050 0.09 -0.09 0.08
H 3.426 0.309 0.031 1.36 0.88 0.22
N -2.485 0.308 0.136 0.50 -0.56 1.21
N -1.504 -0.689 -0.179 0.17 0.68 1.18
N 0.186 0.983 -0.012 -1.01 -1.00 -0.06
N 2.091 -1.045 0.140 -1.05 -1.06 0.21
O 1.611 1.222 -0.151 -0.68 0.07 0.60
O 0.673 -1.353 0.010 -0.63 1.36 -0.09
```
Positions in Å, forces in eV/Å.

Properties
SMILES = NNC1=NOC=NO1
energy = -447.94359 Ha
E_HOMO = -0.3467 Eh
total charge = 0
ΔE to the lowest compared entry with this formula, charge and spin = 416.99 kJ/mol
LUMO energy = 0.70 eV
gap between HOMO and LUMO = 10.131 eV

Results of the natural (NBO) charge analysis, in e, for atoms 1 through 5: atom 1 (C): 0.627, atom 2 (C): 0.334, atom 3 (H): 0.352, atom 4 (H): 0.354, atom 5 (H): 0.399

This record from OMol25 describes a single C2H4N4O2 molecule. The level of theory is wB97M-V/def2-TZVPD.

Structure (XYZ):
```
12
Properties=species:S:1:pos:R:3:forces:R:3
C 1.163 -0.828 0.529 -1.97 -1.31 -1.10
C 0.328 0.985 -0.515 -0.52 -3.27 4.00
H -2.771 -0.314 -0.566 2.47 0.42 1.33
H -2.185 -0.398 1.191 1.76 1.79 -4.35
H 3.127 -1.305 0.835 -5.22 -1.01 1.43
H -0.560 2.369 -1.572 -0.05 -0.54 0.41
N -1.950 0.018 0.063 -2.40 -0.73 1.77
N -0.711 -0.021 -0.521 -2.03 -3.56 0.46
N 1.330 0.392 0.342 1.21 3.48 -1.70
N 0.224 2.113 -0.979 0.85 1.68 -0.88
O -0.037 -1.391 0.053 1.84 2.53 0.10
O 2.041 -1.620 1.138 4.06 0.54 -1.46
```
Positions in Å, forces in eV/Å.

Properties
SMILES = [H]/N=c1/nc(O)on1N
energy = -447.94437 Ha
E_HOMO = -0.3456 Eh
total charge = 0
ΔE to the lowest compared entry with this formula, charge and spin = 414.92 kJ/mol
LUMO energy = 0.12 eV
gap between HOMO and LUMO = 9.521 eV

Results of the natural (NBO) charge analysis, in e, for atoms 1 through 5: atom 1 (C): 0.804, atom 2 (C): 0.542, atom 3 (H): 0.378, atom 4 (H): 0.384, atom 5 (H): 0.531

This record from OMol25 describes a molecular structure, C2H4N4O2. The level of theory is wB97M-V/def2-TZVPD.

Structure (XYZ):
```
12
Properties=species:S:1:pos:R:3:forces:R:3
C 0.924 0.503 -0.162 2.62 1.20 0.89
C -0.253 -0.141 -0.014 -6.93 2.98 0.88
H 2.235 2.028 -0.217 -4.50 -0.36 0.81
H 0.954 2.166 1.066 0.14 -1.21 -3.14
H -1.312 1.370 -0.195 -0.54 2.55 -0.89
H -2.828 -0.796 0.684 -0.29 3.44 -5.00
N 1.061 1.838 -0.003 4.85 4.30 1.40
N 1.911 -0.329 -0.162 -2.04 -1.61 0.44
N -0.161 -1.354 0.141 2.13 -3.40 0.10
N -1.509 0.552 0.290 1.56 -0.87 -0.45
O 1.190 -1.513 0.052 2.22 -2.69 -0.68
O -2.713 0.028 -0.320 0.77 -4.32 5.63
```
Positions in Å, forces in eV/Å.

Properties
energy = -447.85442 Ha
E_HOMO = -0.3548 Eh
total charge = 0
ΔE to the lowest compared entry with this formula, charge and spin = 651.11 kJ/mol
LUMO energy = 0.14 eV
gap between HOMO and LUMO = 9.794 eV

Results of the natural (NBO) charge analysis, in e, for atoms 1 through 5: atom 1 (C): 0.213, atom 2 (C): 0.195, atom 3 (H): 0.392, atom 4 (H): 0.403, atom 5 (H): 0.349

This record from OMol25 describes a single C2H4N4O2 molecule. The level of theory is wB97M-V/def2-TZVPD.

Structure (XYZ):
```
12
Properties=species:S:1:pos:R:3:forces:R:3
C 1.450 -0.552 0.151 0.63 1.62 -0.50
C 0.445 0.604 -0.211 -0.18 0.66 0.51
N 0.680 -1.717 0.268 -0.62 -1.60 0.26
N -0.431 -1.846 0.016 -0.53 1.27 -0.28
N -0.810 0.049 -0.568 1.21 -2.35 -0.70
N -1.921 0.556 -0.020 0.20 0.37 0.32
O -1.868 1.707 0.379 -0.20 0.68 0.36
O -2.905 -0.141 -0.022 -0.62 -0.46 0.03
H 2.171 -0.716 -0.656 -0.05 -0.08 0.15
H 2.003 -0.376 1.075 -0.10 -0.06 -0.10
H 0.326 1.279 0.644 0.19 -0.07 -0.14
H 0.860 1.153 -1.056 0.10 0.00 0.07
```
Positions in Å, forces in eV/Å.

Properties
energy = -447.90835 Ha
E_HOMO = -0.3597 Eh
total charge = 0
ΔE to the lowest compared entry with this formula, charge and spin = 509.50 kJ/mol
LUMO energy = -0.45 eV
gap between HOMO and LUMO = 9.333 eV

Results of the natural (NBO) charge analysis, in e, for atoms 1 through 5: atom 1 (C): -0.283, atom 2 (C): -0.291, atom 3 (N): -0.043, atom 4 (N): 0.218, atom 5 (N): -0.314

This record from OMol25 describes a single C2H4N4S molecule. The level of theory is wB97M-V/def2-TZVPD.

Structure (XYZ):
```
11
Properties=species:S:1:pos:R:3:forces:R:3
C 0.339 1.435 1.375 -0.03 1.72 1.19
C -0.164 -1.295 -0.664 -0.82 -0.29 0.40
N 1.520 1.395 0.709 0.65 1.68 1.61
N -0.461 0.473 0.965 0.12 0.06 0.28
N 1.472 0.383 -0.064 1.93 0.22 -1.20
N 0.334 -0.129 0.085 -2.86 -2.44 -0.71
S -1.086 -0.838 -2.228 0.36 0.46 1.48
H 0.117 2.224 2.201 0.29 -1.77 -1.88
H 0.661 -2.001 -0.929 -0.74 0.79 0.42
H -0.919 -1.717 0.058 0.99 0.00 -0.98
H -1.813 0.069 -1.507 0.12 -0.42 -0.61
```
Positions in Å, forces in eV/Å.

Properties
SMILES = SCn1ncnn1
energy = -695.76222 Ha
E_HOMO = -0.3642 Eh
total charge = 0
ΔE to the lowest compared entry with this formula, charge and spin = 183.00 kJ/mol
LUMO energy = 0.75 eV
gap between HOMO and LUMO = 10.662 eV

Results of the natural (NBO) charge analysis, in e, for atoms 1 through 5: atom 1 (C): 0.105, atom 2 (C): -0.337, atom 3 (N): -0.283, atom 4 (N): -0.288, atom 5 (N): -0.017

This record from OMol25 describes a single C2H4N4S2 molecule. The level of theory is wB97M-V/def2-TZVPD.

Structure (XYZ):
```
12
Properties=species:S:1:pos:R:3:forces:R:3
C -0.986 0.566 -0.696 3.77 -0.33 1.63
C 1.786 -0.824 0.525 -0.56 -0.03 -3.96
N -0.784 1.748 -0.645 -0.73 1.50 -0.28
N 0.408 2.341 -0.303 -0.29 1.60 -1.08
N 1.343 1.487 -0.108 -0.14 -2.31 1.31
N 0.971 0.269 -0.088 -1.61 -0.18 0.57
S -3.133 -0.962 0.605 0.45 -0.13 0.31
S -1.668 -0.904 -0.842 -0.71 -1.73 -0.70
H 1.246 -1.800 0.475 0.12 0.97 -0.19
H 2.635 -0.859 -0.165 0.31 -0.60 0.48
H 2.107 -0.688 1.496 0.45 0.88 2.08
H -3.925 -0.374 -0.254 -1.06 0.36 -0.15
```
Positions in Å, forces in eV/Å.

Properties
energy = -1093.84176 Ha
E_HOMO = -0.3247 Eh
total charge = 0
ΔE to the lowest compared entry with this formula, charge and spin = 422.54 kJ/mol
LUMO energy = -0.67 eV
gap between HOMO and LUMO = 8.163 eV

Results of the natural (NBO) charge analysis, in e, for atoms 1 through 5: atom 1 (C): 0.102, atom 2 (C): -0.424, atom 3 (N): -0.212, atom 4 (N): -0.160, atom 5 (N): 0.026

This record from OMol25 describes a single C2H4N4S2 molecule. The level of theory is wB97M-V/def2-TZVPD.

Structure (XYZ):
```
12
Properties=species:S:1:pos:R:3:forces:R:3
C -0.397 -0.635 1.252 0.08 -0.43 -0.12
C 0.205 0.693 -1.210 1.43 0.64 -1.20
H 0.939 0.813 2.092 -3.04 -0.95 -3.27
H 1.241 1.988 -0.110 -1.89 -1.71 1.02
H -0.269 -1.148 -2.137 -0.76 2.77 3.85
H -1.293 -1.949 0.048 -0.35 -0.46 -0.77
N 0.170 0.603 1.233 3.08 0.91 3.09
N 0.510 1.200 0.002 1.70 2.51 -1.83
N -0.440 -0.463 -1.180 -0.19 -3.43 -4.91
N -0.848 -1.061 -0.004 0.69 0.54 3.74
S -0.549 -1.431 2.758 -0.09 0.49 -1.99
S 0.732 1.389 -2.745 -0.66 -0.87 2.40
```
Positions in Å, forces in eV/Å.

Properties
SMILES = S=C1NNC(=S)NN1
energy = -1093.89491 Ha
E_HOMO = -0.3066 Eh
total charge = 0
ΔE to the lowest compared entry with this formula, charge and spin = 283.00 kJ/mol
LUMO energy = -0.07 eV
gap between HOMO and LUMO = 8.268 eV

Results of the natural (NBO) charge analysis, in e, for atoms 1 through 5: atom 1 (C): 0.267, atom 2 (C): 0.308, atom 3 (H): 0.451, atom 4 (H): 0.453, atom 5 (H): 0.460

This record from OMol25 describes a molecular structure, C2H4N4S2. The level of theory is wB97M-V/def2-TZVPD.

Structure (XYZ):
```
12
Properties=species:S:1:pos:R:3:forces:R:3
C -0.856 0.302 -0.540 0.85 -4.81 -2.40
C 2.026 -0.757 0.252 -0.02 0.27 -0.51
N -0.984 1.512 -0.447 -1.17 4.63 1.94
N 0.142 2.275 -0.107 -3.24 -0.35 -2.14
N 1.162 1.558 0.027 5.09 -1.21 2.21
N 1.046 0.298 -0.008 -0.91 -1.28 -1.69
S -3.225 -0.631 0.574 -2.93 0.06 1.51
S -1.757 -1.099 -0.724 1.73 1.21 -0.54
H 2.901 -0.307 0.644 1.24 0.38 0.20
H 1.576 -1.283 1.079 -0.16 -0.63 0.15
H 2.318 -1.527 -0.586 -1.17 1.88 1.16
H -4.348 -0.341 -0.164 0.70 -0.15 0.09
```
Positions in Å, forces in eV/Å.

Properties
energy = -1093.73406 Ha
E_HOMO (spin up / spin down) = -0.2127 / -0.3431 Eh
total charge = 0
spin multiplicity = 3
ΔE to the lowest compared entry with this formula, charge and spin = 174.34 kJ/mol
LUMO energy (spin up / spin down) = 0.53 / -3.10 eV
gap between HOMO and LUMO (spin up / spin down) = 6.315 / 6.239 eV

Results of the natural (NBO) charge analysis, in e, for atoms 1 through 5: atom 1 (C): 0.077, atom 2 (C): -0.455, atom 3 (N): -0.426, atom 4 (N): 0.092, atom 5 (N): -0.081

F_max, respectively: 0.36, 6.49, 3.11, 5.51, 7.59, 2.73, 3.83, 4.12, 5.99, 5.68 eV Å⁻¹.